--- 1 ---
Entry from OMol25: a gas-phase ion, C5H8NS (charge +1) (ωB97M-V/def2-TZVPD).

**Charge**: +1
**LUMO level**: -4.047 eV
**Molar mass**: 114.2 g/mol
**Gap between HOMO and LUMO**: 9.19 eV

Bonds (Å) are listed after each position.
Geometry (Å):
1 C 0.613 -0.839 2.273  C2 1.324, S7 1.800, H8 1.009
2 C -0.262 -1.806 2.046  C1 1.324, S7 1.903, H9 1.071
3 C -0.476 0.223 -0.719  C4 1.490, N6 1.188, S7 2.114
4 C -1.934 0.395 -0.974  C3 1.490, H10 1.075, H11 1.066, H12 1.112
5 C 1.879 0.730 -1.152  N6 1.384, H13 1.026, H14 1.158, H15 1.086
6 N 0.519 0.518 -1.296  C3 1.188, C5 1.384
7 S -0.746 -0.101 1.353  C1 1.800, C2 1.903, C3 2.114
8 H 1.508 -0.598 2.671  C1 1.009
9 H -0.926 -2.646 2.056  C2 1.071
10 H -2.126 1.426 -1.211  C4 1.075
11 H -2.452 0.182 -0.066  C4 1.066
12 H -2.425 -0.135 -1.819  C4 1.112
13 H 2.370 -0.092 -0.785  C5 1.026
14 H 2.229 1.484 -0.345  C5 1.158
15 H 2.230 1.261 -2.032  C5 1.086

--- 2 ---
Entry from OMol25: 2 unconnected molecules or ions with the total composition C5H8NS (ωB97M-V/def2-TZVPD).

**Charge**: +1
**LUMO level**: -5.092 eV
**Molar mass**: 114.2 g/mol
**Gap between HOMO and LUMO**: 8.42 eV

Bonds (Å) are listed after each position.
Geometry (Å):
1 C 2.156 0.208 2.040  C2 1.410, C3 1.395, H8 1.136
2 C 0.807 0.343 1.656  C1 1.410, N6 1.339, H9 1.105
3 C 3.044 0.395 0.981  C1 1.395, S7 1.693, H10 1.158
4 C -3.061 -0.413 -2.185  C5 1.307, H11 1.078, H12 1.108
5 C -2.091 -0.713 -1.362  C4 1.307, H14 1.029, H15 1.052
6 N 0.793 0.493 0.325  C2 1.339, S7 1.618, H13 1.033
7 S 2.198 0.630 -0.466  C3 1.693, N6 1.618
8 H 2.471 0.221 3.132  C1 1.136
9 H -0.153 0.071 2.130  C2 1.105
10 H 4.190 0.269 1.090  C3 1.158
11 H -3.861 0.238 -1.872  C4 1.078
12 H -3.146 -0.902 -3.175  C4 1.108
13 H -0.142 0.648 -0.087  N6 1.033
14 H -1.349 -1.344 -1.696  C5 1.029
15 H -1.855 -0.144 -0.510  C5 1.052

Stability check: which of them is least stable? 1.